{"formula": "C13H12OSi", "method": "wB97M-V/def2-TZVPD", "elements": ["C", "C", "C", "C", "C", "C", "C", "C", "C", "C", "C", "C", "C", "O", "Si", "H", "H", "H", "H", "H", "H", "H", "H", "H", "H", "H", "H"], "xyz": [[-3.5800, 1.3445, 0.5703], [-2.7163, 1.7742, -0.4110], [-3.3825, 0.1631, 1.2555], [-1.6016, 0.9229, -0.6227], [-2.3113, -0.6811, 1.0617], [-1.3514, -0.2654, 0.0882], [3.4032, -0.0245, -1.2557], [2.1015, -0.5136, -1.2999], [3.6729, 0.9179, -0.3095], [2.6835, 1.4262, 0.5111], [-0.1182, -0.8244, -0.3256], [1.1006, -0.0728, -0.4786], [1.4190, 0.9075, 0.4923], [0.5526, -2.7119, 1.5489], [0.0754, -2.8369, 0.1502], [-4.3868, 1.8309, 0.9384], [-2.9907, 2.6666, -0.9795], [-3.9589, -0.0632, 2.1622], [-0.8988, 1.1646, -1.3748], [-1.9871, -1.5404, 1.6401], [4.2136, -0.3944, -1.8508], [1.8704, -1.0344, -2.1640], [4.7415, 1.3043, -0.1678], [3.1231, 2.2519, 1.0999], [0.5830, 1.3685, 1.0376], [0.9635, -3.8449, -0.7795], [-1.2201, -3.2355, -0.5370]], "forces_ev_per_angstrom": [[1.674, -1.443, -0.338], [0.151, -1.272, -0.182], [0.628, -1.546, 1.925], [-1.301, 1.370, 0.179], [1.725, 0.232, -1.318], [-0.674, 1.774, -0.226], [-0.596, -0.354, 0.484], [1.785, 0.802, -0.941], [2.247, 0.720, 0.497], [1.512, 0.994, 0.658], [0.743, -2.603, 0.995], [-0.643, 0.280, 1.454], [-1.324, 1.123, -0.546], [0.517, 0.801, 3.775], [-0.491, -1.512, -5.913], [-2.415, 2.147, 0.430], [0.685, -0.308, 0.060], [-0.300, 0.186, -0.687], [0.596, 0.504, -0.640], [-0.687, 0.045, 0.324], [-0.080, -0.232, -0.570], [-0.644, -1.857, -1.151], [-1.700, -0.528, -0.354], [-1.345, -0.465, 0.302], [0.603, -0.493, 0.174], [-0.482, 1.500, 0.696], [-0.183, 0.136, 0.909]], "mulliken_charge": [-0.279, -0.903, -0.642, -0.296, -0.217, 0.193, -0.767, -0.360, -0.062, -0.746, 0.416, 0.340, -0.125, -0.486, 0.359, 0.488, 0.379, 0.300, 0.514, 0.440, 0.412, 0.441, 0.271, 0.301, 0.375, -0.196, -0.152], "charge": 0, "e_tot_ha": -867.1696, "e_homo_ha": [-0.317, -0.317], "homo_lumo_gap_ev": [6.545, 6.546]}